[1]
Below is a cluster of 2 separate species, C9H14 in total in a non-equilibrium geometry, with properties calculated with ωB97M-V with the def2-TZVPD basis set.

Structure (XYZ):
```
23
Properties=species:S:1:pos:R:3:mulliken_charge:R:1
C -1.79956 -2.00102 -2.25557 -1.305
C -1.43937 -0.44745 1.76684 -0.679
C -0.40131 -0.28710 0.83985 -0.133
C -2.60612 -0.89906 1.24160 -0.039
C -0.43110 -0.96997 -0.34025 -0.334
C -2.79679 -1.32847 -0.13605 -0.850
C -1.58363 -1.44247 -0.81524 1.029
H -1.30430 -0.35997 2.89538 0.308
H 0.34100 0.46801 1.04828 0.254
H -3.50073 -0.99665 1.99620 0.192
H 0.57139 -1.08569 -0.85376 0.265
H -3.77794 -1.70949 -0.32782 0.326
H -0.84924 -2.58476 -2.56832 0.287
H -2.06050 -1.03652 -2.75432 0.284
H -2.71994 -2.46782 -2.49696 0.378
C 2.48890 2.68150 0.55130 -0.540
C 3.57739 1.68740 0.08115 -0.755
H 2.51301 2.91487 1.63698 0.234
H 2.53974 3.61163 -0.02128 0.300
H 1.63201 2.10335 0.29070 0.056
H 4.13473 2.10468 -0.73894 0.291
H 3.26290 0.56557 -0.01553 0.198
H 4.20945 1.47944 0.97575 0.233
```

DFT total energy: -9557.619 eV
frontier orbital gap: 0.35882 Eh
LUMO energy: 0.9328 eV
ΔE to the lowest compared entry with this formula, charge and spin: 247.2 kJ/mol


[2]
Below is a cluster of 2 separate species, C9H14 in total in a non-equilibrium geometry, with properties calculated with ωB97M-V with the def2-TZVPD basis set.

Structure (XYZ):
```
23
Properties=species:S:1:pos:R:3:mulliken_charge:R:1
C 1.24961 -1.92308 -1.46576 -0.537
C 0.94260 -3.11118 -2.46125 -0.918
H 1.43280 -2.29763 -0.46141 0.326
H 1.95832 -1.30854 -1.93862 0.291
H 0.29776 -1.07897 -1.46318 0.013
H 1.83308 -3.74164 -2.38135 0.298
H 1.01086 -2.85206 -3.57454 0.269
H 0.00589 -3.76467 -2.25286 0.258
C -2.67737 0.29796 0.04096 -1.434
C 1.46476 1.19478 1.24289 -0.631
C 0.40150 1.00081 2.19474 -0.249
C 1.08159 1.35282 -0.07515 -0.281
C -0.89350 0.72920 1.77827 -0.447
C -0.31593 1.19271 -0.44852 -0.503
C -1.25618 0.76713 0.47540 0.832
H 2.49751 1.22020 1.39529 0.455
H 0.54172 1.14326 3.38553 0.203
H 1.70696 1.45123 -0.96956 0.406
H -1.37945 0.30926 2.57923 0.364
H -0.65236 1.18125 -1.56696 0.286
H -3.31217 1.20323 -0.26785 0.278
H -3.24148 -0.28098 0.73999 0.370
H -2.68188 -0.19086 -0.91318 0.352
```

DFT total energy: -9557.928 eV
frontier orbital gap: 0.36289 Eh
LUMO energy: 0.9627 eV
ΔE to the lowest compared entry with this formula, charge and spin: 217.4 kJ/mol


[3]
Below is a cluster of 2 separate species, C9H14 in total in a non-equilibrium geometry, with properties calculated with ωB97M-V with the def2-TZVPD basis set.

Structure (XYZ):
```
23
Properties=species:S:1:pos:R:3:mulliken_charge:R:1
C -0.90027 0.50710 -3.99229 -0.946
C -1.11916 1.32640 -2.73276 -0.131
H -0.73050 -0.57719 -3.82719 0.292
H -1.68635 0.78262 -4.60215 0.292
H 0.03746 0.82895 -4.48688 0.259
H -1.33138 0.73389 -1.90490 -0.342
H -0.16268 1.85820 -2.48805 0.286
H -2.12410 1.91702 -2.72926 0.310
C 0.93674 -2.47484 0.50482 -1.233
C 0.90108 0.60449 2.42390 -0.330
C 1.12409 -0.71653 2.08412 -0.508
C -0.10639 1.38568 1.85467 -0.622
C 0.50378 -1.21607 0.94281 1.043
C -0.65009 0.93005 0.61833 -0.259
C -0.44638 -0.38560 0.21810 -0.646
H 1.28944 1.19990 3.33854 0.211
H 1.98936 -1.29007 2.50290 0.186
H -0.19916 2.40073 2.23946 0.332
H -0.88131 1.58113 -0.17881 0.340
H 1.25017 -2.43748 -0.58330 0.261
H 0.25923 -3.26197 0.64604 0.322
H -0.94481 -0.66629 -0.63334 0.570
H 1.77428 -2.83346 1.17669 0.313
```

DFT total energy: -9557.958 eV
frontier orbital gap: 0.35809 Eh
LUMO energy: 0.9683 eV
ΔE to the lowest compared entry with this formula, charge and spin: 214.5 kJ/mol


[4]
Below is a cluster of 2 separate species, C9H14 in total in a non-equilibrium geometry, with properties calculated with ωB97M-V with the def2-TZVPD basis set.

Structure (XYZ):
```
23
Properties=species:S:1:pos:R:3:mulliken_charge:R:1
C 3.27326 0.92972 -1.30369 -1.374
C -0.96191 0.48926 -0.86982 -0.771
C -0.41079 1.75112 -0.86039 -0.303
C -0.10903 -0.61126 -0.72532 -0.225
C 0.97754 1.93439 -0.94038 -0.512
C 1.25756 -0.45189 -0.81244 -0.525
C 1.80254 0.82842 -1.00267 0.880
H -2.00445 0.31615 -1.09873 0.417
H -1.02727 2.63737 -0.90542 0.356
H -0.56611 -1.58826 -0.60744 0.405
H 1.40187 2.93123 -0.94524 0.312
H 1.94038 -1.28266 -0.68155 0.342
H 3.47989 0.49378 -2.27819 0.291
H 3.90905 0.37631 -0.61021 0.336
H 3.65149 1.95202 -1.23617 0.357
C -2.61662 -1.28701 2.96055 -0.878
C -2.57500 -2.61724 2.20344 -0.642
H -3.52832 -1.18332 3.55308 0.306
H -1.76348 -1.04984 3.59763 0.300
H -2.69680 -0.48763 2.25808 0.247
H -3.57046 -2.71201 1.79404 0.251
H -2.30204 -3.43963 2.86881 0.286
H -1.77895 -2.66552 1.45833 0.143
```

DFT total energy: -9559.753 eV
frontier orbital gap: 0.36759 Eh
LUMO energy: 1.0135 eV
ΔE to the lowest compared entry with this formula, charge and spin: 41.4 kJ/mol


[5]
Below is a cluster of 2 separate species, C9H14 in total in a non-equilibrium geometry, with properties calculated with ωB97M-V with the def2-TZVPD basis set.

Structure (XYZ):
```
23
Properties=species:S:1:pos:R:3:mulliken_charge:R:1
C -0.13692 -2.69835 -1.22650 -1.526
C 1.56628 0.65507 -1.81988 -0.543
C 0.48544 1.55446 -1.67975 -0.637
C 1.26333 -0.68986 -1.71071 -0.345
C 0.01009 -1.21516 -1.43868 0.902
C -0.72549 1.06045 -1.24581 -0.240
C -1.03062 -0.31361 -1.18543 -0.531
H 2.55362 0.94731 -2.08880 0.447
H 0.70420 2.59901 -1.89108 0.361
H 2.07504 -1.41847 -1.81908 0.313
H -1.31692 1.79299 -0.68163 0.345
H -1.16363 -3.05045 -1.11993 0.368
H 0.56679 -3.06144 -0.46908 0.317
H -1.90523 -0.70397 -0.68190 0.366
H 0.25635 -3.24411 -2.09635 0.405
C -0.98990 0.51457 2.47026 -0.637
C 0.21532 1.35010 2.80540 -0.954
H -0.75256 -0.11140 1.60369 0.062
H -1.34549 0.12829 3.42281 0.327
H -1.92374 0.85146 2.01682 0.302
H 0.07814 2.03274 3.67491 0.332
H 0.37137 2.17442 2.12381 0.283
H 1.14452 0.84595 3.03690 0.284
```

DFT total energy: -9558.823 eV
frontier orbital gap: 0.36508 Eh
LUMO energy: 1.0002 eV
ΔE to the lowest compared entry with this formula, charge and spin: 131.1 kJ/mol


[6]
Below is a cluster of 2 separate species, C9H14 in total in a non-equilibrium geometry, with properties calculated with ωB97M-V with the def2-TZVPD basis set.

Structure (XYZ):
```
23
Properties=species:S:1:pos:R:3:mulliken_charge:R:1
C 2.04466 -2.17120 -0.32939 -1.356
C 1.51755 -0.80411 -0.02081 0.831
C 0.92907 -0.58702 1.24057 -0.414
C 1.69517 0.30092 -0.84779 -0.382
C 0.59941 0.65192 1.72078 -0.580
C 1.43424 1.59522 -0.37197 -0.496
C 0.99240 1.75569 0.93135 -0.381
H 1.85739 -2.45664 -1.36965 0.360
H 1.52526 -2.89363 0.29731 0.341
H 0.57005 -1.45577 1.77889 0.253
H 2.04399 0.10417 -1.84450 0.382
H 0.16288 0.93671 2.65931 0.443
H 1.39830 2.36017 -1.14005 0.370
H 0.89563 2.71492 1.43062 0.329
H 3.09890 -2.28447 -0.06315 0.293
C -2.58757 0.55505 -1.21806 -0.831
C -2.65189 -0.03449 0.23107 -0.543
H -1.70295 1.17968 -1.31090 0.196
H -2.60554 -0.13734 -2.06125 0.307
H -3.45695 1.21909 -1.28851 0.289
H -3.47288 -0.72537 0.32191 0.364
H -2.52301 0.83545 0.86688 0.229
H -1.76412 -0.65894 0.38734 -0.001
```

DFT total energy: -9559.462 eV
frontier orbital gap: 0.36657 Eh
LUMO energy: 1.0049 eV
ΔE to the lowest compared entry with this formula, charge and spin: 69.4 kJ/mol